(1)
19
Properties=species:S:1:pos:R:3:forces:R:3 method="wB97M-V/def2-TZVPD" lumo_energy_ev=-3.852 homo_lumo_gap_ev=8.53 energy_ha=-641.46638 smiles="C[N@@H+]1C=CC=C(I)[C@H]1N" total_charge=+1
C 0.179 2.037 0.554 -0.5490 -2.0901 -0.5083
C 1.522 1.711 0.236 1.1122 -2.2357 -0.0732
C -0.740 1.083 0.477 -0.6175 -0.2626 -1.2721
C 2.011 0.471 0.104 -4.0740 -2.3366 -0.6626
C 0.811 -0.975 -0.029 3.4359 3.2845 -1.1126
C -1.090 -0.608 -1.436 1.3566 1.4709 -2.5931
N 0.816 -1.886 1.006 0.2434 -1.5690 -0.8998
N -0.491 -0.276 -0.130 -1.1192 -0.7514 2.0377
I 3.894 -0.094 0.073 1.7223 -0.4727 -0.1206
H 0.068 3.004 0.932 -0.9651 1.1930 0.5792
H 2.245 2.444 0.331 1.2604 1.7166 0.0674
H -1.791 1.035 0.659 -0.4048 1.0086 0.4916
H 0.886 -1.495 -1.014 0.9024 0.5803 0.9635
H -0.510 -0.006 -2.232 -0.6028 -1.1827 1.2337
H -1.037 -1.669 -1.630 0.4452 -0.2769 0.1738
H -2.097 -0.367 -1.657 -1.2232 0.7637 0.8623
H 0.766 -1.557 1.939 0.4456 0.1774 0.8452
H 1.358 -2.747 0.824 -0.5925 0.9850 0.5561
H -0.929 -0.858 0.601 -0.7759 -0.0021 -0.5681


(2)
12
Properties=species:S:1:pos:R:3:forces:R:3 method="wB97M-V/def2-TZVPD" lumo_energy_ev="-3.352 / -4.862" homo_lumo_gap_ev="7.58 / 4.48" energy_ha=-1180.07040 total_charge=0
C -1.271 1.567 1.738 1.4122 -1.0253 -2.0312
C 1.254 -0.510 0.646 -4.1557 -2.7399 0.6764
C -1.006 0.236 -1.080 0.7699 0.3654 -0.0286
N -1.931 2.140 2.472 -1.2550 1.0433 1.4818
O -0.145 -2.196 -0.991 -0.4589 -0.7648 -0.1662
O 1.393 -0.472 -1.989 -0.6703 -0.2323 -0.1409
S 0.432 -0.901 -1.006 1.6383 1.5633 0.8021
Cl -1.781 0.804 -2.419 0.5929 -0.6040 0.5122
H 0.740 0.347 1.115 0.0693 -0.6562 0.0413
H 1.187 -1.535 1.229 -0.0299 2.3230 -0.9944
H 2.213 -0.279 0.420 2.9614 0.6640 -0.8891
H -1.086 0.801 -0.135 -0.8742 0.0635 0.7365


(3)
106
Properties=species:S:1:pos:R:3:forces:R:3 method="wB97M-V/def2-TZVPD" lumo_energy_ev="-3.770 / -3.631" homo_lumo_gap_ev="6.53 / 6.59" energy_ha=-11017.66918 total_charge=+1
Re -0.078 -0.257 -0.418 0.3769 -0.0289 0.9236
Br 2.113 -5.435 2.977 0.0263 -0.0110 0.0266
C 2.350 -4.565 1.326 0.0518 0.0417 0.0006
C 3.396 -4.952 0.507 0.0081 0.0140 -0.0487
C 3.538 -4.371 -0.741 -0.0421 -0.0011 0.0640
Br 4.971 -4.961 -1.825 -0.0045 0.0006 -0.0017
C 2.640 -3.409 -1.195 -0.0163 -0.0011 -0.0131
C 2.683 -2.834 -2.544 -0.0758 0.0044 -0.0056
C 1.618 -2.230 -3.073 0.1045 -0.0810 0.0188
C 0.393 -2.077 -2.229 -0.1700 -0.0854 0.0117
N 0.745 -2.021 -0.807 0.0069 0.2470 -0.5108
C 1.603 -3.008 -0.330 0.0293 -0.1329 0.1694
C 1.452 -3.576 0.934 -0.0429 0.0412 0.0668
O 0.412 -3.306 1.774 0.0362 0.0539 -0.1355
H 4.081 -5.719 0.836 0.0059 -0.0069 0.0045
H 3.576 -2.993 -3.131 0.0131 0.0030 -0.0159
H 1.598 -1.917 -4.110 0.0092 0.0556 -0.0024
H -0.342 -2.869 -2.448 0.1193 -0.0840 0.0048
O -1.526 0.949 0.320 -0.0586 0.1782 -0.2746
N -1.641 2.244 -0.073 -0.0026 -0.1095 -0.0720
C -2.799 2.881 0.207 -0.0180 -0.0501 0.0532
C -2.961 4.179 -0.174 0.0314 0.0152 -0.0639
C -1.916 4.820 -0.857 -0.0335 -0.0094 0.0506
C -0.756 4.143 -1.130 0.0174 -0.0282 0.0300
C -0.616 2.806 -0.732 -0.0291 0.1556 0.0422
S 0.788 1.845 -0.950 0.1118 -0.0016 0.0535
H -3.533 2.280 0.720 -0.0180 0.0203 -0.0088
H -3.892 4.682 0.037 -0.0095 0.0069 0.0132
H -2.027 5.848 -1.173 -0.0063 0.0081 -0.0009
H 0.066 4.604 -1.659 0.0019 -0.0129 -0.0173
C -2.349 1.504 3.436 -0.0107 0.0142 0.0091
Si -0.528 1.617 3.879 0.0477 0.0379 0.0244
C 0.386 2.798 2.737 -0.1324 -0.0383 0.0855
C -0.373 2.281 5.628 -0.0355 -0.0236 -0.0370
Si 0.497 -0.509 3.824 0.0525 0.0681 -0.0031
Te -0.687 -1.670 1.842 -0.0856 -0.0425 0.1917
Si -0.258 -1.761 5.678 0.0281 -0.0282 -0.0285
C -2.074 -1.380 5.962 0.0418 -0.0395 0.0048
C -0.036 -3.596 5.386 -0.0036 0.0427 0.0685
C 0.774 -1.193 7.138 -0.0395 -0.0417 -0.0377
Si 2.829 -0.272 3.489 -0.0517 -0.0412 -0.0065
C 3.194 0.365 1.764 -0.0282 -0.0410 -0.0751
C 3.719 -1.889 3.761 0.0448 0.0630 0.0012
C 3.360 0.989 4.774 -0.0305 -0.0463 -0.0318
H -2.750 2.514 3.313 -0.0328 0.0046 -0.0131
H -2.916 1.023 4.233 0.0098 -0.0328 0.0505
H -2.527 0.948 2.514 0.0042 0.0403 0.0036
H -0.172 3.735 2.651 0.0088 0.0161 -0.0265
H 0.544 2.391 1.740 -0.0124 -0.0103 -0.0531
H 1.368 3.038 3.147 0.0273 0.0087 0.0183
H -0.733 3.313 5.645 -0.0087 0.0165 0.0167
H 0.663 2.290 5.969 0.0589 0.0007 0.0133
H -0.962 1.713 6.350 0.0021 -0.0221 -0.0204
H -2.677 -1.539 5.066 0.0063 -0.0047 -0.0194
H -2.237 -0.360 6.312 0.0112 0.0186 -0.0255
H -2.450 -2.058 6.732 -0.0293 0.0149 0.0146
H -0.319 -3.914 4.382 -0.0223 0.0163 -0.0055
H -0.654 -4.147 6.100 0.0145 -0.0213 0.0115
H 1.002 -3.893 5.542 0.0057 0.0106 -0.0364
H 0.729 -0.113 7.281 -0.0125 0.0333 -0.0044
H 1.819 -1.477 7.008 0.0333 0.0025 -0.0060
H 0.418 -1.665 8.057 -0.0097 -0.0147 0.0160
H 2.612 -0.147 0.990 -0.0112 -0.0765 -0.0007
H 4.247 0.182 1.534 0.0185 0.0394 0.0043
H 3.007 1.434 1.665 -0.0346 0.0466 0.0137
H 3.434 -2.636 3.023 -0.0521 -0.0744 -0.0574
H 3.539 -2.305 4.753 -0.0262 -0.0109 0.0203
H 4.795 -1.720 3.657 0.0053 -0.0062 0.0288
H 2.823 1.931 4.666 -0.0154 0.0355 0.0024
H 4.426 1.204 4.669 0.0330 -0.0213 -0.0088
H 3.196 0.619 5.788 -0.0105 -0.0052 0.0253
C -0.296 -0.731 -2.203 -0.1903 -0.1218 -0.3667
Ge -0.968 0.196 -3.806 -0.0109 0.0402 -0.0514
C 0.187 1.727 -4.143 -0.1212 0.0148 -0.0673
C -0.353 3.001 -4.297 0.0735 0.0181 0.0103
C 0.473 4.097 -4.525 0.0071 -0.0330 -0.0150
C 1.847 3.928 -4.599 0.0003 0.0000 0.0022
C 2.396 2.661 -4.448 0.0011 -0.0008 0.0060
C 1.571 1.571 -4.223 0.0156 -0.0483 -0.0410
C -0.857 -1.102 -5.250 0.0423 0.0400 0.0249
C 0.008 -0.917 -6.327 0.0141 0.0089 0.0007
C 0.118 -1.884 -7.317 -0.0142 -0.0138 0.0040
C -0.635 -3.047 -7.239 0.0011 0.0129 0.0053
C -1.508 -3.238 -6.175 0.0074 0.0041 -0.0130
C -1.618 -2.269 -5.189 -0.0177 -0.0143 0.0118
C -2.811 0.754 -3.529 0.0273 0.0097 -0.0041
C -3.484 1.364 -4.591 0.0107 0.0121 -0.0174
C -4.795 1.791 -4.450 -0.0248 0.0000 0.0210
C -5.462 1.603 -3.246 0.0243 0.0037 -0.0144
C -4.814 0.977 -2.192 0.0017 -0.0104 0.0118
C -3.496 0.557 -2.334 0.0009 -0.0947 0.0566
H -1.423 3.153 -4.228 -0.0395 -0.0213 -0.0136
H 0.040 5.081 -4.651 -0.0122 0.0271 -0.0063
H 2.490 4.779 -4.780 0.0088 0.0091 -0.0035
H 3.468 2.524 -4.504 0.0183 -0.0005 -0.0033
H 2.019 0.591 -4.088 -0.0050 -0.0067 -0.0067
H 0.601 -0.013 -6.398 -0.0007 0.0073 -0.0021
H 0.791 -1.729 -8.150 0.0093 -0.0014 -0.0122
H -0.547 -3.802 -8.008 -0.0011 -0.0080 -0.0099
H -2.103 -4.139 -6.119 -0.0075 -0.0106 0.0032
H -2.315 -2.426 -4.371 -0.0025 0.0059 0.0126
H -2.989 1.497 -5.546 0.0237 0.0113 -0.0011
H -5.302 2.260 -5.283 -0.0062 0.0068 -0.0078
H -6.488 1.927 -3.138 -0.0162 0.0003 0.0029
H -5.342 0.796 -1.264 0.0001 0.0010 0.0060
H -3.013 0.038 -1.511 0.0013 0.0627 -0.0128